(1)
Density functional theory data (the ωB97M-V functional and the def2-TZVPD basis) for a structure of composition C26H29AsBeCl3O2PS.

Atoms and positions in Å:
As1 1.881 -1.222 0.338
Cl1 2.870 0.336 -3.846
Cl2 2.534 3.194 -3.434
Cl3 3.847 1.595 -1.420
S1 -1.282 -1.730 -0.533
P1 -1.175 1.600 0.050
O1 0.965 2.289 -1.126
O2 0.769 0.259 -1.982
C1 -2.715 1.116 0.967
C2 4.480 -1.687 1.677
C3 -0.736 3.194 0.873
C4 2.222 -3.386 -1.551
C5 4.938 -1.064 3.947
C6 -0.810 -4.650 2.153
C7 2.846 -4.105 -2.554
C8 -2.411 0.411 2.282
C9 1.304 1.383 -1.861
C10 0.796 -2.650 1.069
C11 4.660 -2.539 -2.549
C12 0.253 3.007 2.017
C13 -1.929 2.123 -1.549
C14 3.216 -1.115 1.769
C15 5.340 -1.656 2.762
C16 2.829 -0.505 2.959
C17 0.525 -4.561 2.520
C18 -0.546 -2.760 0.680
C19 3.680 -0.493 4.049
C20 4.064 -3.680 -3.057
C21 1.314 -3.565 1.978
C22 -1.337 -3.764 1.239
C23 2.811 -2.237 -1.032
C24 -2.970 3.234 -1.459
C25 4.034 -1.817 -1.548
C26 2.588 1.609 -2.674
Be1 0.033 -0.144 -0.624
H1 4.547 -4.238 -3.845
H2 1.076 2.370 1.686
H3 1.270 -3.728 -1.159
H4 -1.858 1.066 2.951
H5 -3.335 0.130 2.783
H6 -3.320 2.007 1.162
H7 1.839 -0.056 3.025
H8 -0.270 3.806 0.100
H9 -2.362 1.214 -1.981
H10 -1.445 -5.417 2.576
H11 2.377 -4.994 -2.952
H12 -3.794 2.950 -0.811
H13 3.369 -0.048 4.984
H14 0.938 -5.251 3.238
H15 -0.214 2.557 2.892
H16 -2.518 4.148 -1.082
H17 -3.277 0.447 0.310
H18 2.361 -3.493 2.248
H19 6.320 -2.106 2.686
H20 4.790 -2.178 0.763
H21 -1.651 3.680 1.224
H22 -2.377 -3.811 0.956
H23 -3.374 3.439 -2.448
H24 -1.823 -0.489 2.109
H25 4.506 -0.922 -1.160
H26 5.605 -1.055 4.795
H27 -1.113 2.441 -2.200
H28 0.666 3.972 2.313
H29 5.608 -2.201 -2.942

Atoms 1-3, force components in eV/Å:
0.105 -0.764 0.558
0.107 0.139 -0.196
0.061 0.054 -0.223

The value obtained for the frontier orbital gap is 0.301 Ha. The energy above the lowest of the compared OMol25 structures with the same formula, charge and spin comes out at 19.8 kcal per mole. Its HOMO energy is -7.6 eV.

Computed Löwdin charges, given in elementary charges:
1. As 1.405
2. Cl 0.682
3. Cl 0.645
4. Cl 0.665
5. S 0.719
6. P 0.985
7. O -0.081
8. O -0.134
9. C -0.405
10. C -0.101
11. C -0.369
12. C -0.080
13. C -0.085
14. C -0.085
15. C -0.071
16. C -0.148
17. C -0.855
18. C -0.407
19. C -0.095
20. C -0.144
21. C -0.363
22. C -0.363
23. C -0.077
24. C -0.113
25. C -0.088
26. C -0.684
27. C -0.080
28. C -0.083
29. C -0.098
30. C -0.128
31. C -0.347
32. C -0.135
33. C -0.186
34. C -1.487
35. Be -0.205
36. H 0.102
37. H 0.058
38. H 0.100
39. H 0.052
40. H 0.073
41. H 0.073
42. H 0.101
43. H 0.076
44. H 0.088
45. H 0.104
46. H 0.106
47. H 0.060
48. H 0.105
49. H 0.099
50. H 0.055
51. H 0.067
52. H 0.068
53. H 0.101
54. H 0.106
55. H 0.091
56. H 0.086
57. H 0.097
58. H 0.073
59. H 0.045
60. H 0.052
61. H 0.103
62. H 0.075
63. H 0.074
64. H 0.107

***

(2)
Density functional theory data (the ωB97M-V functional and the def2-TZVPD basis) for a structure of composition C26H29BrCrN5O5S.

Atoms and positions in Å:
Br1 4.060 -1.510 0.173
Cr1 -0.554 -0.354 -1.172
S1 -3.899 -3.334 -1.039
O1 0.405 2.989 -0.352
O2 -3.098 2.589 -0.597
O3 1.407 -0.413 -0.669
O4 -1.410 1.246 -1.142
O5 1.112 0.819 -2.439
N1 -1.600 0.698 3.087
N2 -0.829 -0.536 1.125
N3 -0.063 -2.439 -1.541
N4 -1.728 -1.729 3.069
N5 0.421 -0.634 3.241
C1 1.148 -2.935 -1.821
C2 0.427 -5.166 -1.416
C3 -3.684 -0.773 -1.128
C4 1.438 -4.282 -1.775
C5 -1.068 -3.307 -1.289
C6 -4.609 -1.774 -1.037
C7 1.879 0.347 -1.570
C8 -0.387 -1.781 3.646
C9 3.331 0.706 -1.574
C10 -1.621 -1.701 1.616
C11 4.337 0.046 -0.874
C12 5.973 1.610 -1.689
C13 -2.347 -1.271 -1.199
C14 5.650 0.493 -0.935
C15 -1.490 0.696 1.634
C16 -0.871 3.523 -0.683
C17 4.986 2.273 -2.403
C18 3.684 1.813 -2.346
C19 -0.842 -4.678 -1.187
C20 -0.259 0.592 3.665
C21 -2.338 -2.637 -1.159
C22 -0.831 4.183 -2.062
C23 -2.365 -0.480 3.501
C24 0.518 -0.620 1.788
C25 -1.917 2.405 -0.772
C26 -1.249 4.512 0.401
H1 -1.148 -2.617 1.267
H2 -0.581 5.373 0.358
H3 2.898 2.308 -2.900
H4 6.417 -0.043 -0.392
H5 -2.625 -1.635 1.203
H6 -1.665 -5.334 -0.935
H7 -1.154 4.050 1.385
H8 2.439 -4.622 -1.999
H9 0.734 2.530 -1.137
H10 6.998 1.957 -1.715
H11 -3.368 -0.425 3.074
H12 -0.709 3.434 -2.847
H13 -2.278 4.839 0.269
H14 5.230 3.140 -3.002
H15 -0.468 -1.798 4.734
H16 -2.486 0.759 1.196
H17 -0.342 0.597 4.753
H18 -5.683 -1.679 -0.979
H19 -1.755 4.731 -2.249
H20 0.629 -6.225 -1.326
H21 -3.938 0.279 -1.141
H22 1.014 -1.525 1.446
H23 0.334 1.452 3.349
H24 -2.444 -0.484 4.589
H25 -0.901 1.554 1.310
H26 0.108 -2.698 3.315
H27 0.010 4.877 -2.100
H28 1.104 0.240 1.484
H29 1.912 -2.221 -2.088

Atoms 1-3, force components in eV/Å:
-0.017 -0.032 0.018
-0.265 0.208 1.133
-0.146 -0.102 0.074

The value obtained for the frontier orbital gap (spin up / spin down) is 0.299 / 0.295 Ha. Its spin multiplicity is 2. Its HOMO energy (spin up / spin down) is -8.2 / -8.0 eV.

Computed Löwdin charges, given in elementary charges:
1. Br 0.832
2. Cr 0.931
3. S 1.036
4. O -0.005
5. O 0.106
6. O -0.186
7. O -0.154
8. O -0.001
9. N -0.070
10. N -0.079
11. N 0.051
12. N -0.076
13. N -0.077
14. C -0.099
15. C -0.050
16. C -0.165
17. C -0.048
18. C -0.278
19. C -0.398
20. C -0.594
21. C -0.170
22. C -0.142
23. C -0.150
24. C -0.577
25. C -0.069
26. C -0.237
27. C -0.134
28. C -0.143
29. C -0.539
30. C -0.063
31. C -0.009
32. C -0.011
33. C -0.160
34. C -0.565
35. C 0.003
36. C -0.158
37. C -0.159
38. C -0.542
39. C -0.005
40. H 0.131
41. H 0.092
42. H 0.122
43. H 0.094
44. H 0.114
45. H 0.111
46. H 0.089
47. H 0.108
48. H 0.062
49. H 0.109
50. H 0.132
51. H 0.095
52. H 0.091
53. H 0.108
54. H 0.126
55. H 0.132
56. H 0.126
57. H 0.067
58. H 0.098
59. H 0.112
60. H 0.095
61. H 0.115
62. H 0.132
63. H 0.125
64. H 0.119
65. H 0.128
66. H 0.094
67. H 0.126
68. H 0.103

***

(3)
Density functional theory data (the ωB97M-V functional and the def2-TZVPD basis) for a structure of composition C26H29ClGeN3O8RuSe.

Atoms and positions in Å:
Ru1 1.031 0.551 0.185
Se1 -0.804 1.900 -0.840
Ge1 -1.834 4.739 0.318
Cl1 5.201 -5.250 -1.140
O1 -0.174 -1.055 0.436
O2 2.429 -0.624 1.121
O3 2.275 3.734 2.350
O4 -1.399 -5.686 -1.685
O5 1.796 0.033 -1.668
O6 2.153 2.130 0.782
O7 -1.785 -1.887 1.764
O8 2.228 -5.254 -2.869
N1 -1.983 -1.011 -2.103
N2 0.265 0.925 1.972
N3 0.470 -4.392 -1.618
C1 1.861 2.677 1.931
C2 -3.167 -1.059 -1.497
C3 0.320 2.164 3.961
C4 -0.439 1.861 -2.742
C5 -3.386 4.663 -0.864
C6 1.412 -5.467 -1.727
C7 3.089 -1.830 -0.856
C8 -3.700 -2.213 -0.944
C9 4.389 -3.836 -0.522
C10 -2.954 -3.376 -0.998
C11 -0.659 1.322 4.477
C12 -0.639 0.077 2.450
C13 -0.880 -4.587 -1.637
C14 -0.930 -1.073 1.502
C15 -1.279 -2.138 -2.149
C16 3.692 -2.549 1.390
C17 -1.273 6.579 0.634
C18 3.796 -2.954 -1.363
C19 -1.144 0.258 3.722
C20 -0.343 3.778 -0.542
C21 -1.705 -3.338 -1.599
C22 4.341 -3.628 0.874
C23 2.536 -0.961 -1.831
C24 3.020 -1.604 0.557
C25 0.774 1.927 2.678
C26 -2.203 3.822 2.003
H1 -3.309 -4.307 -0.578
H2 -1.033 1.483 5.480
H3 -0.327 -2.079 -2.668
H4 -1.048 7.080 -0.308
H5 4.824 -4.340 1.530
H6 3.651 -2.380 2.458
H7 -1.356 3.936 2.680
H8 -1.883 -0.436 4.097
H9 -4.669 -2.188 -0.467
H10 0.561 3.824 0.062
H11 -4.262 5.076 -0.363
H12 0.747 2.980 4.527
H13 -0.381 6.604 1.260
H14 -2.379 2.757 1.838
H15 2.789 -1.195 -2.872
H16 -0.681 0.858 -3.077
H17 0.825 -3.479 -1.378
H18 -3.717 -0.125 -1.449
H19 0.606 2.101 -2.915
H20 -2.063 7.138 1.138
H21 -1.097 2.587 -3.214
H22 3.830 -3.110 -2.434
H23 -3.085 4.239 2.490
H24 -0.103 4.192 -1.521
H25 -3.610 3.633 -1.144
H26 -3.210 5.240 -1.772
H27 3.122 -5.547 -2.660
H28 2.034 -5.526 -0.828
H29 0.831 -6.383 -1.824

Atoms 1-3, force components in eV/Å:
0.018 -0.140 -0.012
0.042 -0.014 -0.018
0.016 0.011 0.020

The value obtained for the frontier orbital gap (spin up / spin down) is 0.286 / 0.253 Ha. Its spin multiplicity is 2. The energy above the lowest of the compared OMol25 structures with the same formula, charge and spin comes out at 0.7 kcal per mole. Its HOMO energy (spin up / spin down) is -8.5 / -8.4 eV.

Computed Löwdin charges, given in elementary charges:
1. Ru 1.238
2. Se 0.957
3. Ge 0.741
4. Cl 0.691
5. O -0.164
6. O -0.120
7. O 0.089
8. O 0.075
9. O -0.141
10. O -0.152
11. O 0.099
12. O -0.058
13. N 0.060
14. N -0.017
15. N 0.106
16. C -0.578
17. C -0.144
18. C 0.016
19. C -0.347
20. C -0.216
21. C -0.236
22. C -0.128
23. C -0.046
24. C -0.665
25. C 0.005
26. C -0.019
27. C -0.150
28. C -0.430
29. C -0.546
30. C -0.103
31. C 0.013
32. C -0.213
33. C -0.079
34. C 0.035
35. C -0.521
36. C -0.116
37. C -0.076
38. C -0.152
39. C -0.321
40. C -0.161
41. C -0.207
42. H 0.127
43. H 0.116
44. H 0.116
45. H 0.021
46. H 0.112
47. H 0.123
48. H 0.012
49. H 0.128
50. H 0.108
51. H 0.006
52. H 0.021
53. H 0.131
54. H 0.023
55. H 0.011
56. H 0.144
57. H 0.003
58. H 0.115
59. H 0.104
60. H 0.033
61. H 0.020
62. H 0.034
63. H 0.117
64. H 0.026
65. H 0.030
66. H 0.009
67. H 0.022
68. H 0.024
69. H 0.121
70. H 0.125

***

Calculated F_max in order - 1.503 1.182 0.856 eV/Å